No. 1
This record from OMol25 describes a 5-piece molecular cluster, C29H60N7O6 overall in a non-equilibrium geometry. The level of theory is the ωB97M-V functional and the def2-TZVPD basis.

Geometry as XYZ:
```
102
C29H60N7O6, DFT the ωB97M-V functional and the def2-TZVPD basis
C 2.4471 -4.9526 3.5837
C 2.4489 -5.6225 2.3471
C 2.6069 -6.2152 0.7913
C 1.5889 -5.2591 -0.1269
C 2.3794 -4.8266 -1.5371
N 2.9919 -3.4121 -1.4389
C 2.4655 -2.4582 -2.4700
C 2.0960 -0.9512 -1.9652
C 3.4310 0.0520 -2.0238
C 3.7548 0.8046 -0.6080
C 2.4696 1.5036 0.1304
C 2.2575 0.6910 1.5584
C 1.2944 1.4613 2.6374
O 1.2879 2.9280 2.5240
C 0.0608 3.3262 1.8003
C 2.8404 -3.0967 0.0253
N 3.5309 -2.2831 0.8890
N 1.7152 -3.9332 0.5859
O 0.6029 -3.3202 1.0115
C -0.2544 -2.8555 -0.0859
C -1.8089 -3.4059 0.1136
C -2.4200 -2.4988 1.3789
H 2.3955 -4.3041 4.5778
H 2.3241 -7.3508 0.7481
H 3.6884 -5.9624 0.4120
H 0.5129 -5.7267 -0.3015
H 3.1482 -5.7177 -1.7079
H 1.4761 -4.9470 -2.3101
H 1.5229 -2.8584 -3.0825
H 3.3240 -2.3358 -3.2908
H 1.5059 -0.8751 -0.9588
H 1.3640 -0.4971 -2.7931
H 4.3704 -0.5384 -2.4614
H 3.2276 0.9169 -2.8214
H 4.5098 1.6918 -0.8683
H 4.3782 0.0928 0.1180
H 1.4826 1.5225 -0.5395
H 2.7350 2.6451 0.3572
H 3.2704 0.4413 2.1057
H 1.7402 -0.3532 1.3224
H 1.6587 1.1062 3.7173
H 0.2110 0.9771 2.5184
H -0.2700 2.4883 1.0185
H 0.3257 4.2949 1.1872
H -0.8525 3.4949 2.5164
H 4.5277 -2.0210 0.6281
H 3.1994 -1.9399 1.8179
H -0.3071 -1.6825 -0.0408
H 0.1022 -3.1425 -1.1616
H -2.4566 -3.2470 -0.8759
H -1.7405 -4.5648 0.3899
H -2.3034 -3.2012 2.3371
H -1.7680 -1.5282 1.5801
H -3.5307 -2.1706 1.1948
C 3.8608 4.7160 0.6794
O 3.7672 4.1131 -0.3820
N 4.8586 5.6090 1.0074
C 4.8979 6.2828 2.2882
C 5.9019 5.8831 0.0410
H 3.1201 4.5815 1.4849
H 4.8563 7.3630 2.1211
H 5.8323 6.0250 2.7952
H 4.0544 5.9842 2.9167
H 5.4467 6.2803 -0.8713
H 6.4177 4.9489 -0.2007
H 6.6180 6.6064 0.4402
C -5.8727 -2.9195 -1.7592
O -4.7124 -2.5315 -1.7127
N -6.3916 -3.9788 -1.0453
C -7.7794 -4.3757 -1.1567
C -5.5220 -4.7194 -0.1549
H -6.6187 -2.4272 -2.4044
H -8.2488 -4.3015 -0.1715
H -7.8244 -5.4105 -1.5084
H -8.3176 -3.7341 -1.8598
H -5.1159 -4.0355 0.5964
H -4.6936 -5.1388 -0.7338
H -6.0710 -5.5254 0.3393
C 2.8404 8.0320 -4.2384
O 4.0006 8.4200 -4.1920
N 2.3215 6.9727 -3.5245
C 0.9337 6.5759 -3.6360
C 3.1911 6.2321 -2.6341
H 2.0943 8.5243 -4.8837
H 0.4643 6.6500 -2.6507
H 0.8887 5.5410 -3.9876
H 0.3955 7.2175 -4.3390
H 3.5972 6.9161 -1.8828
H 4.0195 5.8128 -3.2130
H 2.6421 5.4262 -2.1399
C -8.7262 -1.9834 1.8293
O -8.8197 -2.5863 0.7678
N -7.7283 -1.0904 2.1573
C -7.6890 -0.4166 3.4380
C -6.6850 -0.8163 1.1908
H -9.4668 -2.1179 2.6347
H -7.7306 0.6636 3.2710
H -6.7546 -0.6744 3.9450
H -8.5325 -0.7152 4.0665
H -7.1402 -0.4191 0.2786
H -6.1692 -1.7505 0.9492
H -5.9690 -0.0929 1.5900
```

Computed properties:
Total charge: +1
HOMO-LUMO gap, eV: 6.438

***

No. 2
This record from OMol25 describes a 6-piece molecular cluster, C29H60N7O6P overall in a non-equilibrium geometry. The level of theory is the ωB97M-V functional and the def2-TZVPD basis.

Geometry as XYZ:
```
103
C29H60N7O6P, DFT the ωB97M-V functional and the def2-TZVPD basis
C 3.3299 -0.5202 -0.2279
C 4.3335 0.6307 0.3461
O 3.6725 1.5581 1.2413
C 4.1869 2.9045 1.1129
C 3.0436 3.9903 0.7165
C 2.9984 4.2214 -0.8967
C 1.4758 4.5436 -1.3237
C 0.7683 3.4269 -2.2374
C -0.2402 2.4395 -1.4661
C 0.4355 1.8156 -0.1446
N 0.6313 1.3347 0.9379
C -1.6964 3.0489 -1.1650
C -1.7264 4.1797 -0.0403
N -1.4855 5.0554 0.7511
P -2.7362 1.5878 -0.4424
C -3.0352 0.3502 -1.8617
C -4.4057 2.2718 0.2280
C -4.2855 2.5012 1.8325
H 3.9087 -1.1751 -0.9843
H 2.4402 -0.0786 -0.8031
H 2.9336 -1.1980 0.6069
H 4.8210 1.1141 -0.5704
H 5.1083 0.0470 0.9856
H 4.5605 3.2304 2.1633
H 5.0529 3.0187 0.3777
H 2.0017 3.7050 1.1256
H 3.2973 4.9998 1.2268
H 3.5028 3.3894 -1.4890
H 3.6044 5.1890 -1.0776
H 1.5195 5.5086 -1.9677
H 0.9064 4.8280 -0.3758
H 1.6113 2.7899 -2.7072
H 0.1912 3.8795 -3.1249
H -0.4113 1.5328 -2.1701
H -2.1789 3.3934 -2.1540
H -3.1033 0.9628 -2.8268
H -2.0996 -0.3331 -1.8778
H -3.9945 -0.2200 -1.5999
H -4.7255 3.2326 -0.3068
H -5.1810 1.4296 0.0818
H -5.2943 2.2583 2.3289
H -3.4965 1.8025 2.3041
H -3.9840 3.5797 2.1080
C 8.9562 2.4859 -2.8867
N 7.5078 2.5007 -2.8614
C 6.7800 1.7297 -3.8506
C 6.8077 3.2168 -1.9367
O 5.5920 3.2713 -1.8613
H 9.2992 2.8681 -3.8515
H 9.3039 1.4580 -2.7557
H 9.3677 3.1068 -2.0892
H 6.1421 2.4020 -4.4300
H 6.1467 0.9994 -3.3402
H 7.4712 1.2135 -4.5177
H 7.4554 3.7650 -1.2337
C 2.6482 -2.2762 4.9791
N 3.5302 -1.2421 4.4770
C 2.9710 -0.1707 3.6739
C 4.8686 -1.2446 4.7356
O 5.6634 -0.4079 4.3446
H 2.1691 -2.7769 4.1333
H 1.8850 -1.8166 5.6128
H 3.2022 -3.0129 5.5639
H 3.4526 -0.1696 2.6956
H 3.1718 0.7850 4.1649
H 1.8950 -0.3031 3.5532
H 5.1876 -2.1007 5.3528
C -0.5823 2.6426 4.8277
N -0.2061 1.8885 6.0073
C -0.0198 2.5918 7.2611
C -0.0219 0.5382 5.9739
O 0.2938 -0.1549 6.9251
H 0.1891 3.3887 4.6211
H -1.5356 3.1440 5.0147
H -0.6869 1.9874 3.9609
H 1.0028 2.4321 7.6127
H -0.7125 2.1885 8.0042
H -0.2010 3.6594 7.1313
H -0.1885 0.1046 4.9742
C -4.5750 -4.9972 -2.2903
N -5.0704 -3.7707 -1.6965
C -4.4223 -3.2527 -0.5083
C -6.1276 -3.0883 -2.2206
O -6.5910 -2.0547 -1.7712
H -4.6475 -5.8025 -1.5549
H -3.5299 -4.8561 -2.5772
H -5.1543 -5.2669 -3.1737
H -5.1555 -3.1901 0.3000
H -4.0438 -2.2490 -0.7157
H -3.5981 -3.9001 -0.2069
H -6.5466 -3.5663 -3.1213
C -7.9045 -9.0173 -5.0871
N -6.9941 -7.9398 -4.7567
C -7.5372 -6.6298 -4.4546
C -5.6422 -8.1196 -4.7210
O -4.8242 -7.2583 -4.4517
H -8.4796 -8.7383 -5.9736
H -8.5838 -9.1798 -4.2464
H -7.3599 -9.9409 -5.2902
H -7.1316 -5.9022 -5.1626
H -7.2355 -6.3415 -3.4443
H -8.6255 -6.6416 -4.5233
H -5.3369 -9.1498 -4.9658
```

Computed properties:
Total charge: 0
HOMO-LUMO gap, eV: 8.715

***

No. 3
This record from OMol25 describes C29H61F6MgN5O12 as an isolated structure in a non-equilibrium geometry. The level of theory is the ωB97M-V functional and the def2-TZVPD basis.

Geometry as XYZ:
```
114
C29H61F6MgN5O12, DFT the ωB97M-V functional and the def2-TZVPD basis
Mg 9.1169 15.6590 14.2920
C 11.8983 15.7957 14.6686
O 11.2188 14.5224 14.4611
O 10.8432 16.6837 14.6580
C 12.9052 15.7550 15.8850
F 14.0323 15.1028 15.5676
F 13.3668 17.0089 16.0211
F 12.5730 15.3028 17.0649
C 12.0413 13.4187 13.9218
C 11.1167 12.3474 13.5483
H 10.7882 11.8116 14.4389
H 10.2615 12.6975 12.9703
H 11.5716 11.5682 12.9367
H 12.8199 13.0754 14.6030
H 12.5286 13.6919 12.9858
H 12.4307 16.0829 13.7619
C 6.4865 17.4551 14.7957
O 6.2079 16.6285 15.9294
O 7.6447 16.9596 14.1456
C 5.1967 17.6359 13.8391
F 4.4485 16.4906 13.8935
F 4.4738 18.7063 14.0584
F 5.5937 17.7773 12.5784
C 5.5381 17.1729 17.0874
C 5.4679 16.1118 18.2276
H 5.2557 15.1244 17.8176
H 6.3551 16.0168 18.8536
H 4.5560 16.3441 18.7777
H 4.4988 17.4382 16.8933
H 5.9910 18.0683 17.5131
H 6.6438 18.4545 15.2015
C 12.4381 20.5589 16.9143
O 12.1802 21.9541 16.7740
C 11.7822 22.2725 15.4248
C 10.3871 21.6415 14.9789
O 9.3489 21.6346 15.8764
C 8.2267 20.8918 15.3810
C 7.2390 21.7807 14.6813
O 7.4256 22.0788 13.3289
C 6.4907 23.0667 12.8539
H 13.0611 20.3345 17.7802
H 13.0782 20.2193 16.1000
H 11.5661 19.9067 16.8665
H 12.5286 21.9686 14.6909
H 11.7162 23.3502 15.2759
H 10.5840 20.6215 14.6487
H 10.1604 22.2827 14.1271
H 7.7554 20.3832 16.2220
H 8.5516 20.0784 14.7323
H 7.1646 22.7213 15.2271
H 6.2340 21.3840 14.8252
H 5.4251 22.9278 13.0368
H 6.5180 23.0375 11.7646
H 6.7098 24.0848 13.1758
C 8.3447 13.7848 18.0670
C 8.8787 15.1040 17.5104
O 8.8714 15.3160 16.2593
N 9.3029 15.9764 18.3703
C 9.9167 17.2550 18.0422
H 8.8243 12.9689 17.5262
H 7.2914 13.8955 17.8093
H 8.5588 13.6052 19.1205
H 9.1506 15.8490 19.3606
H 10.9793 17.2778 17.8004
H 9.9329 17.9307 18.8973
H 9.4387 17.7693 17.2084
C 9.3124 19.3303 11.8189
C 10.7904 19.3351 11.6331
O 11.1648 19.9719 10.6687
N 11.6230 18.7521 12.5075
C 13.1146 18.8180 12.3437
H 8.9403 18.4485 12.3405
H 8.9491 19.2979 10.7918
H 8.8819 20.1981 12.3186
H 11.2592 18.2856 13.3261
H 13.5970 17.9561 12.8047
H 13.4512 19.7179 12.8586
H 13.5043 18.9245 11.3313
C 7.1340 11.9153 13.2634
C 7.2055 13.2056 14.0440
O 8.2433 13.8859 14.0334
N 6.0305 13.7045 14.6204
C 4.6642 13.1202 14.5873
H 8.0863 11.8670 12.7352
H 6.4552 11.9632 12.4120
H 6.9801 10.9706 13.7849
H 6.1533 14.5803 15.1082
H 4.3527 12.5307 15.4496
H 4.4576 12.5865 13.6596
H 3.9160 13.9109 14.5303
C 7.6261 16.0051 10.7511
C 9.0297 15.6343 11.1578
O 9.2579 15.4665 12.3212
N 9.9154 15.3714 10.1971
C 11.2944 14.9598 10.3928
H 6.7818 15.6254 11.3264
H 7.3918 15.8294 9.7012
H 7.5750 17.0756 10.9503
H 9.4845 15.3110 9.2857
H 11.4499 14.7226 11.4452
H 12.0334 15.6911 10.0656
H 11.5422 14.1177 9.7466
C 7.7992 9.0031 8.2041
C 8.6309 10.2533 8.5160
O 8.8187 11.0737 7.5962
N 9.1170 10.3809 9.7378
C 9.8914 11.6008 10.0558
H 7.1031 8.7665 9.0088
H 8.5236 8.1922 8.2808
H 7.2652 9.0831 7.2573
H 8.8242 9.7289 10.4515
H 10.1674 12.3166 9.2816
H 10.8438 11.2598 10.4619
H 9.3212 12.1366 10.8147
```

Computed properties:
Total charge: 0
HOMO-LUMO gap, eV: 8.469